{"formula": "C23H25AsCl2N5O10S6Ta", "method": "ωB97M-V/def2-TZVPD", "elements": ["Ta", "S", "As", "S", "S", "S", "O", "C", "O", "C", "C", "Cl", "N", "N", "C", "C", "O", "O", "C", "C", "C", "C", "C", "C", "H", "H", "H", "H", "H", "H", "N", "C", "C", "O", "O", "H", "H", "H", "H", "H", "C", "C", "C", "C", "C", "C", "O", "N", "C", "O", "N", "C", "O", "H", "H", "H", "H", "H", "H", "H", "H", "H", "H", "H", "Cl", "C", "O", "C", "S", "S", "H", "H", "H"], "xyz": [[-1.5803, -0.3829, 0.2776], [1.3904, -1.0262, -2.3763], [-0.7396, -0.5428, -2.8922], [-1.9264, -1.9293, -1.7296], [-1.4370, 1.1875, -1.7785], [-0.8364, -0.5470, -4.9663], [4.4542, -1.9293, -0.2481], [4.9013, -0.7015, -0.3074], [6.0837, -0.4385, -0.4169], [3.8883, 0.3989, -0.2214], [4.2018, 1.7300, -0.0489], [5.7218, 2.4958, 0.0667], [3.0488, 2.4367, -0.0304], [1.9794, 1.6284, -0.2079], [2.4605, 0.4136, -0.3148], [1.5422, -0.7904, -0.4903], [2.0301, -1.8528, 0.1427], [0.2710, -0.4849, 0.0262], [2.8242, 3.8231, 0.1658], [3.5083, 4.5237, 1.1495], [3.2413, 5.8726, 1.3296], [2.2847, 6.5100, 0.5521], [1.5926, 5.7915, -0.4125], [1.8573, 4.4455, -0.6117], [3.4033, -1.9552, -0.0983], [4.2110, 4.0090, 1.7877], [3.7700, 6.4206, 2.1002], [2.0623, 7.5571, 0.7120], [0.8331, 6.2767, -1.0113], [1.3126, 3.8592, -1.3409], [1.4575, -0.5762, 2.5174], [0.6051, -1.2275, 3.5453], [-0.8725, -0.8226, 3.4627], [-1.5397, -0.9011, 4.4724], [-1.2726, -0.3767, 2.3210], [2.3603, -0.3107, 2.9029], [1.0045, 0.3313, 2.2152], [1.6337, -1.1854, 1.6709], [0.9613, -0.9603, 4.5366], [0.6586, -2.3089, 3.4240], [-1.8275, 4.6742, -0.1468], [-2.5094, 4.2128, 1.1342], [-1.5397, 3.6653, 2.1822], [-2.2897, 3.3362, 3.5139], [-3.3520, 2.2492, 3.4097], [-0.5126, 4.7046, 2.5839], [-0.7509, 5.8944, 2.6558], [0.7006, 4.1943, 2.9574], [1.0863, 2.8469, 2.8869], [2.1624, 2.5266, 3.3750], [0.2801, 1.9712, 2.2379], [-0.8725, 2.3726, 1.7328], [-1.5462, 1.6708, 0.9403], [-2.5709, 4.9793, -0.8852], [-1.2417, 3.8682, -0.5929], [-1.1725, 5.5235, 0.0495], [-3.2260, 3.4263, 0.9020], [-3.0523, 5.0436, 1.5909], [-2.7317, 4.2787, 3.8495], [-1.5473, 3.0451, 4.2634], [-4.1084, 2.4859, 2.6619], [-3.8522, 2.1431, 4.3742], [-2.9274, 1.2799, 3.1526], [1.3970, 4.8407, 3.2959], [-3.9363, -0.1101, 0.5195], [-2.9978, -6.3913, 0.8132], [-2.2163, -5.2425, 1.0997], [-2.6716, -4.0370, 0.6829], [-4.0747, -3.8558, -0.1524], [-1.5839, -2.8322, 1.2589], [-2.4462, -7.2245, 1.2454], [-3.1155, -6.5233, -0.2625], [-3.9900, -6.3108, 1.2594]], "forces_ev_per_a": [[-0.07, -0.21, -0.10], [0.01, 0.01, -0.02], [-0.01, 0.03, 0.07], [0.04, 0.10, 0.09], [0.02, -0.01, 0.00], [0.01, 0.00, -0.03], [0.01, 0.02, 0.00], [0.00, -0.04, -0.02], [0.00, 0.01, 0.01], [0.02, 0.01, 0.01], [-0.02, -0.02, 0.00], [0.02, 0.00, -0.01], [0.01, 0.02, 0.00], [0.00, -0.01, -0.01], [0.01, 0.00, -0.01], [-0.07, 0.05, -0.03], [0.00, -0.01, 0.02], [0.13, -0.03, -0.06], [0.00, 0.00, 0.01], [0.00, 0.00, 0.01], [0.01, -0.01, -0.01], [0.01, 0.01, -0.01], [-0.01, 0.00, -0.01], [-0.01, 0.00, 0.01], [0.00, 0.02, 0.01], [-0.01, 0.01, 0.00], [0.00, 0.00, 0.00], [0.00, 0.00, 0.00], [0.00, 0.00, 0.00], [0.00, 0.00, 0.00], [-0.05, 0.06, 0.04], [-0.01, -0.04, 0.00], [0.09, 0.13, 0.07], [0.00, -0.04, -0.04], [-0.04, -0.02, 0.01], [0.00, 0.01, 0.02], [0.02, -0.02, 0.01], [0.01, -0.05, 0.00], [0.00, 0.00, -0.01], [0.01, 0.00, -0.01], [0.00, 0.00, -0.01], [0.01, 0.00, 0.01], [-0.01, 0.01, 0.01], [0.00, 0.00, 0.00], [0.00, 0.00, 0.00], [0.02, 0.00, -0.07], [0.00, 0.00, 0.02], [-0.02, 0.00, 0.03], [0.04, 0.02, -0.02], [-0.03, -0.02, 0.02], [-0.03, -0.01, -0.03], [0.02, -0.06, 0.11], [-0.02, 0.05, -0.08], [0.00, 0.00, 0.00], [0.00, -0.01, 0.00], [0.00, 0.00, 0.00], [0.00, 0.00, 0.00], [0.00, 0.00, 0.00], [0.00, 0.00, 0.00], [0.00, 0.00, 0.00], [0.00, 0.01, 0.01], [0.00, 0.00, 0.00], [0.00, 0.01, 0.01], [0.01, 0.00, 0.00], [-0.01, -0.01, 0.01], [0.00, 0.00, 0.00], [0.00, 0.01, 0.00], [0.00, -0.04, 0.00], [0.00, 0.00, 0.00], [-0.07, 0.08, 0.00], [0.00, 0.00, 0.00], [0.00, 0.00, 0.00], [0.00, 0.00, 0.00]], "relative_energy_kcal_mol": 7.8, "lumo_ha": 0.144, "fmax_ev_per_a": 0.2, "gap_ev": 7.003, "charge": -2}

---

{"formula": "C23H25AsCl2N5O10S6Ta", "method": "ωB97M-V/def2-TZVPD", "elements": ["Ta", "S", "As", "S", "S", "S", "O", "C", "O", "C", "C", "Cl", "N", "N", "C", "C", "O", "O", "C", "C", "C", "C", "C", "C", "H", "H", "H", "H", "H", "H", "N", "C", "C", "O", "O", "H", "H", "H", "H", "H", "C", "C", "C", "C", "C", "C", "O", "N", "C", "O", "N", "C", "O", "H", "H", "H", "H", "H", "H", "H", "H", "H", "H", "H", "Cl", "C", "O", "C", "S", "S", "H", "H", "H"], "xyz": [[-0.9812, 0.4474, -1.1408], [0.2257, -2.7614, -3.8536], [0.3895, -0.6728, -3.8749], [-1.6204, 0.3040, -3.4862], [1.2513, 0.1737, -1.9283], [1.3378, 0.2983, -5.4691], [-3.1142, -5.6473, -1.2281], [-1.9472, -6.0490, -0.7435], [-1.7603, -7.2125, -0.4697], [-0.8865, -5.0225, -0.5508], [0.3847, -5.3059, -0.0962], [1.1136, -6.8153, 0.2388], [1.0870, -4.1472, -0.0452], [0.3369, -3.1191, -0.4462], [-0.8392, -3.6091, -0.7455], [-1.8825, -2.6425, -1.1678], [-3.0130, -2.9703, -1.4811], [-1.4803, -1.4087, -1.1263], [2.3786, -3.8076, 0.4574], [2.9321, -4.4440, 1.5573], [4.1543, -3.9997, 2.0456], [4.8062, -2.9306, 1.4510], [4.2319, -2.3015, 0.3537], [3.0185, -2.7357, -0.1520], [-3.1487, -4.6555, -1.3666], [2.4077, -5.2438, 2.0534], [4.5837, -4.4868, 2.9124], [5.7495, -2.5791, 1.8496], [4.7214, -1.4574, -0.1156], [2.5502, -2.2436, -0.9947], [-5.0967, 3.2963, -4.9791], [-4.4870, 2.1544, -4.2845], [-4.8776, 2.1013, -2.8138], [-5.8561, 2.9580, -2.4624], [-4.3346, 1.3766, -2.0342], [-5.2668, 3.0810, -5.9507], [-4.4669, 4.0893, -4.9578], [-6.0947, 3.4113, -3.2918], [-3.3967, 2.1516, -4.3150], [-4.8215, 1.2173, -4.7311], [3.3158, 1.9397, 1.4096], [2.1293, 2.4090, 2.2430], [1.1449, 1.2834, 2.5768], [-0.0024, 1.7435, 3.5296], [-0.7721, 2.9781, 3.0937], [1.8476, 0.1770, 3.3474], [2.6951, 0.3989, 4.1948], [1.3847, -1.0776, 3.0960], [0.3703, -1.4197, 2.1667], [-0.1531, -2.5087, 2.2752], [0.1032, -0.5040, 1.1851], [0.5196, 0.7312, 1.3115], [0.2818, 1.5228, 0.3470], [3.9651, 2.7802, 1.1587], [2.9806, 1.4992, 0.4678], [3.9135, 1.2031, 1.9495], [1.5775, 3.1582, 1.6772], [2.4680, 2.8553, 3.1809], [0.4632, 1.9201, 4.5037], [-0.6949, 0.9056, 3.6485], [-0.1526, 3.8690, 3.1655], [-1.6333, 3.1252, 3.7486], [-1.1375, 2.8956, 2.0729], [1.7131, -1.8304, 3.6798], [-2.5639, 0.8222, 0.5881], [0.3116, 5.5091, 0.4426], [-0.1732, 4.3007, -0.1446], [-0.8978, 4.3785, -1.2599], [-1.2439, 5.8349, -2.0082], [-1.3658, 2.9100, -2.0465], [0.8233, 5.2008, 1.3492], [-0.5082, 6.1882, 0.6691], [1.0023, 6.0094, -0.2360]], "forces_ev_per_a": [[0.59, 0.50, 0.23], [0.05, 0.15, -0.01], [0.10, 0.08, -0.11], [0.06, -0.12, 0.16], [-0.07, -0.28, -0.07], [-0.06, -0.03, 0.12], [-0.09, 0.49, -0.05], [0.08, 0.03, 0.02], [-0.02, 0.02, -0.03], [0.01, 0.05, 0.04], [0.20, -0.17, -0.02], [0.00, 0.10, 0.03], [-0.06, 0.10, 0.07], [-0.10, -0.02, 0.06], [-0.03, -0.13, -0.01], [-0.03, 0.15, -0.15], [0.03, -0.33, 0.09], [-0.22, -0.22, 0.13], [-0.06, -0.12, -0.12], [0.03, 0.12, 0.03], [-0.02, -0.06, 0.02], [-0.01, 0.02, -0.01], [0.01, 0.05, -0.02], [0.09, -0.03, -0.01], [0.11, -0.18, 0.02], [-0.06, -0.06, 0.00], [0.01, 0.01, 0.00], [0.00, 0.00, 0.00], [0.01, 0.00, 0.01], [-0.02, 0.00, 0.02], [-0.03, 0.01, 0.09], [0.06, 0.04, 0.00], [0.32, 0.17, -0.02], [-0.06, -0.18, 0.01], [-0.35, -0.09, 0.08], [-0.01, -0.03, -0.01], [0.03, 0.00, 0.03], [-0.04, 0.13, -0.10], [-0.01, -0.01, 0.00], [0.00, 0.01, -0.02], [0.03, -0.04, -0.03], [-0.13, 0.01, 0.02], [0.20, 0.10, -0.17], [0.09, -0.10, 0.03], [-0.02, 0.05, -0.06], [0.06, 0.00, 0.10], [-0.07, -0.04, -0.08], [-0.03, 0.07, -0.05], [-0.13, -0.13, -0.19], [0.12, 0.13, 0.05], [0.15, -0.10, 0.09], [-0.30, 0.00, -0.16], [-0.07, -0.01, -0.02], [0.00, 0.01, 0.01], [-0.01, -0.01, 0.01], [0.00, 0.00, 0.00], [-0.02, 0.03, 0.03], [0.01, -0.01, -0.01], [-0.01, -0.02, 0.00], [0.00, -0.01, -0.01], [0.08, 0.12, -0.02], [0.01, -0.03, 0.00], [-0.02, -0.03, -0.08], [0.01, -0.05, 0.06], [-0.25, 0.16, -0.06], [-0.05, -0.12, -0.17], [-0.12, -0.06, 0.14], [0.11, 0.09, -0.32], [-0.04, -0.09, 0.22], [0.03, -0.07, 0.12], [0.02, -0.04, 0.06], [-0.04, 0.00, 0.01], [-0.02, 0.00, -0.01]], "relative_energy_kcal_mol": 28.8, "lumo_ha": 0.145, "fmax_ev_per_a": 0.8, "gap_ev": 6.715, "charge": -2}

---

{"formula": "C23H25AuO", "method": "ωB97M-V/def2-TZVPD", "elements": ["Au", "C", "C", "C", "H", "C", "C", "H", "H", "H", "H", "C", "C", "C", "H", "C", "C", "H", "H", "H", "H", "O", "C", "C", "C", "C", "C", "H", "H", "H", "H", "H", "H", "H", "H", "H", "H", "C", "C", "C", "C", "C", "C", "C", "C", "H", "H", "H", "H", "H"], "xyz": [[-0.0821, 0.2118, 0.1848], [1.9948, 1.0222, 0.9437], [2.1467, 0.0761, -0.1630], [2.4231, 0.8773, -1.3195], [2.2796, -0.9974, -0.0640], [2.3852, 2.2284, -0.9662], [2.1159, 2.3256, 0.4324], [2.0742, 3.2619, 1.0004], [1.9653, 0.7189, 2.0076], [2.7103, 0.4828, -2.3122], [2.6027, 3.0754, -1.6401], [-2.2112, 0.9794, 0.6346], [-1.9638, 2.3747, 0.9621], [-1.6248, 3.0589, -0.2381], [-2.0844, 2.8181, 1.9387], [-1.6608, 2.1585, -1.3230], [-2.0114, 0.8575, -0.8288], [-2.3304, 0.0019, -1.4167], [-2.6310, 0.2299, 1.2680], [-1.4485, 4.1363, -0.3162], [-1.5304, 2.4170, -2.3699], [0.0615, -0.6387, -1.9526], [-0.2663, 0.1389, -4.5766], [0.4731, -1.2898, -4.3325], [0.5444, 1.2475, -4.3568], [-1.6430, 0.0845, -4.4304], [0.5619, -1.7030, -2.8769], [1.4568, -1.2573, -4.8371], [-0.1092, -2.0475, -4.9356], [-0.0302, -2.6113, -2.6539], [1.6348, -1.8937, -2.5572], [0.5021, 1.7220, -5.3576], [1.6354, 1.1220, -4.1447], [0.2294, 2.0175, -3.6541], [-1.9630, 0.2721, -5.4677], [-2.1408, 0.8283, -3.8275], [-2.1493, -0.8822, -4.1535], [-0.0218, -0.9922, 1.6744], [-0.0193, -1.5724, 2.8447], [-0.1180, -2.0098, 4.1400], [-1.3185, -1.7350, 4.8365], [-1.3269, -1.9039, 6.2826], [-0.1855, -2.3811, 6.8921], [0.9661, -2.7550, 6.2088], [0.9880, -2.5835, 4.7740], [-2.1674, -1.3667, 4.3343], [-2.2132, -1.6423, 6.8028], [-0.1895, -2.4828, 8.0051], [1.8267, -3.1477, 6.6877], [1.8629, -2.8518, 4.2171]], "forces_ev_per_a": [[-0.04, 0.03, -1.37], [0.69, 0.02, 0.55], [0.96, 1.05, -0.08], [0.67, -0.39, -0.34], [0.03, 0.27, -0.06], [0.46, -0.03, 0.18], [0.38, 0.24, -0.11], [-0.16, -0.48, -0.18], [-0.11, 0.36, -0.83], [-0.52, 0.23, 0.74], [-0.34, -0.51, 0.38], [0.40, 1.94, -1.63], [-0.44, -0.48, -1.22], [-0.74, -0.16, 0.83], [0.20, -0.01, 0.11], [-0.44, -0.75, 0.44], [-1.17, 1.28, 0.85], [0.44, 0.17, 0.09], [-0.15, -0.28, 0.29], [0.17, -0.43, 0.06], [0.19, -0.13, 0.27], [0.32, -2.27, -3.29], [3.73, -6.30, 2.24], [-1.21, 1.05, -2.20], [2.35, 3.42, -0.74], [-4.23, -0.53, -0.78], [-0.21, 2.19, 3.73], [-0.14, 0.13, 0.33], [0.36, 0.49, 0.54], [0.26, -0.02, -0.35], [-0.71, -0.17, -0.60], [0.44, 0.91, -0.08], [-1.00, -0.50, -0.16], [-0.39, -0.15, 0.28], [-1.06, 0.13, -0.30], [0.12, 0.53, 0.39], [1.02, 0.64, -0.15], [-0.14, -4.15, 7.54], [0.05, 3.14, -7.85], [-0.54, 0.03, 1.01], [1.52, -1.01, 3.68], [0.57, 0.07, -3.84], [0.33, -0.38, 2.18], [-1.08, 0.67, -3.20], [-0.40, -0.31, 3.24], [-0.72, 0.46, -0.61], [-0.56, 0.13, 0.64], [0.01, 0.07, -0.91], [0.56, -0.28, 0.56], [0.25, 0.07, -0.30]], "relative_energy_kcal_mol": 49.9, "lumo_ha": [0.176, 0.176], "fmax_ev_per_a": 8.6, "gap_ev": [4.551, 4.970], "charge": -2, "multiplicity": 3}